[1]
Molecular formula: C8H17FN
Method: DFT, wB97M-V/def2-TZVPD

As for the LUMO energy (alpha / beta): -4.33 / -3.39 eV. Its HOMO-LUMO gap (alpha / beta) is 7.77 / 9.54 eV. The value obtained for the HOMO energy (alpha / beta) is -12.10 / -12.94 eV. The total charge is +1. The multiplicity is 1.

The geometry in XYZ format:
```
27
Properties=species:S:1:pos:R:3:lowdin_charge:R:1
N 0.39 -1.45 -0.71 0.044
C 1.37 -1.84 0.38 -0.077
H 2.83 -0.21 0.00 0.114
H 0.84 -2.24 1.22 0.129
F 1.12 -0.51 2.89 -0.010
H -1.59 2.47 0.47 0.102
H -3.27 0.45 -0.36 0.087
H 0.85 -0.88 -1.43 0.154
H 3.14 -1.22 1.38 0.124
C -0.09 1.25 -1.41 -0.027
H 0.24 -2.31 -1.26 0.198
C -1.21 0.64 -0.45 -0.603
H -2.55 1.47 -1.74 0.094
C 1.76 0.17 1.88 -0.089
H 2.20 1.09 2.27 0.119
H -2.48 -0.25 -1.76 0.092
H -0.37 2.37 -1.60 0.138
C -1.29 1.47 0.84 -0.029
H -0.20 1.49 1.28 0.096
H 0.87 1.23 -0.87 0.070
H 1.94 -2.54 -0.23 0.134
C 2.37 -0.71 0.83 -0.126
H -0.04 0.62 -2.26 0.060
C -0.77 -0.83 -0.15 0.031
H -2.07 1.03 1.43 0.082
H -1.47 -1.35 0.45 0.136
C -2.54 0.61 -1.11 -0.042
```

[2]
Molecular formula: C8H17N
Method: DFT, wB97M-V/def2-TZVPD

As for the LUMO energy: 0.95 eV. Its HOMO-LUMO gap is 9.88 eV. The value obtained for the HOMO energy is -8.93 eV. The structure (SMILES) is C=C(C)CC.CC(C)=N. The multiplicity is 1.

The geometry in XYZ format:
```
26
Properties=species:S:1:pos:R:3:lowdin_charge:R:1
C -2.07 1.34 1.06 -0.040
H 0.75 -0.28 2.03 0.058
C 1.15 -1.09 -0.72 -0.378
H -2.54 0.53 -1.35 0.064
H -0.82 -1.21 0.25 0.088
H 0.45 2.29 -1.11 0.086
H -0.06 -1.77 2.54 0.071
H -0.35 -0.39 -2.08 0.069
C 0.53 -1.14 -2.07 -0.084
C 2.33 -0.55 -0.48 0.021
H 2.99 -0.25 -1.28 0.058
C 0.03 2.17 -0.12 -0.046
H 0.73 1.62 0.50 0.062
H 0.13 -2.67 0.23 0.112
H -0.13 3.15 0.35 0.083
H -3.04 0.89 0.89 0.076
H 1.62 -1.81 2.01 0.072
C 0.19 -1.59 0.40 -0.217
H -2.23 2.34 1.47 0.079
H 2.71 -0.38 0.51 0.050
H -1.53 0.76 1.81 0.072
H 0.13 -2.13 -2.29 0.073
N -1.62 0.97 -1.34 0.110
C 0.66 -1.34 1.83 -0.122
C -1.27 1.43 -0.21 -0.490
H 1.25 -0.87 -2.85 0.073
```

[3]
Molecular formula: C8H17N2
Method: DFT, wB97M-V/def2-TZVPD

As for the LUMO energy (alpha / beta): -5.69 / -5.64 eV. Its HOMO-LUMO gap (alpha / beta) is 8.22 / 8.28 eV. The value obtained for the HOMO energy (alpha / beta) is -13.91 / -13.92 eV. The total charge is +1. The multiplicity is 1.

The geometry in XYZ format:
```
27
Properties=species:S:1:pos:R:3:lowdin_charge:R:1
N -1.27 -0.70 0.32 0.093
H 1.49 -2.11 -1.08 0.076
C 0.00 1.32 0.32 -0.084
C 1.26 0.34 -1.62 -0.027
C -2.58 1.32 0.28 0.001
H 2.05 1.77 1.35 0.098
H 3.13 0.31 0.87 0.117
H 0.28 1.84 1.21 0.115
H -3.19 -1.41 0.88 0.121
H -3.47 0.78 0.70 0.089
C -2.21 -1.76 0.44 -0.019
H 2.89 1.71 -0.27 0.114
H -2.54 2.29 0.98 0.152
H 1.49 1.42 -2.00 0.129
C 2.38 1.09 0.51 0.002
H 2.31 -2.33 0.50 0.128
H -0.26 2.20 -0.40 0.183
H 0.34 0.09 -2.06 0.063
N 0.95 -0.79 0.61 0.169
H -2.71 1.40 -0.77 0.091
C 1.13 0.44 -0.07 -0.618
H -2.44 -2.20 -0.46 0.077
C 1.36 -2.04 -0.01 -0.058
H 0.60 -2.79 0.27 0.098
C -1.30 0.56 0.44 -0.282
H 2.04 -0.34 -2.04 0.097
H -1.74 -2.41 1.09 0.076
```

[4]
Molecular formula: C8H17N3O
Method: DFT, wB97M-V/def2-TZVPD

As for the LUMO energy: 0.70 eV. Its HOMO-LUMO gap is 9.53 eV. The value obtained for the HOMO energy is -8.83 eV. The structure (SMILES) is C=CC(=C)CN.NCC/C=N/O. The multiplicity is 1.

The geometry in XYZ format:
```
29
Properties=species:S:1:pos:R:3:lowdin_charge:R:1
H -0.44 0.09 -0.01 0.058
H 4.91 2.84 -0.54 0.052
H 0.89 -0.09 -1.97 0.043
N -1.03 -0.02 -0.86 -0.020
O -5.39 -3.27 1.17 -0.080
H 2.33 -0.06 2.61 0.060
N -4.17 -3.15 0.48 -0.005
C -2.26 -1.71 0.27 -0.209
H -5.73 -4.13 0.92 0.078
H 2.50 1.70 1.93 0.058
H 4.57 1.55 0.33 0.062
C 1.55 0.77 -1.87 0.061
H -3.89 -1.60 1.83 0.133
C 2.26 0.64 1.77 0.020
H -1.09 0.94 -1.21 0.074
H -1.41 -1.74 0.97 0.115
H 2.62 2.98 0.15 0.113
C 2.13 1.06 -0.67 -0.347
C 2.96 2.28 -0.66 -0.289
H 2.81 2.83 -1.62 0.112
C 2.01 0.22 0.51 -0.165
H -3.11 -0.31 -1.14 0.126
C -2.36 -0.36 -0.33 -0.305
H 1.62 -0.79 0.36 0.105
C -3.53 -2.15 0.94 -0.163
H 1.56 1.52 -2.66 0.073
H -2.67 0.39 0.43 0.115
N 4.40 1.98 -0.59 0.012
H -2.03 -2.40 -0.53 0.113
```

[5]
Molecular formula: C8H17N4
Method: DFT, wB97M-V/def2-TZVPD

As for the LUMO energy: -3.63 eV. Its HOMO-LUMO gap is 8.94 eV. The value obtained for the HOMO energy is -12.57 eV. The total charge is +1. The multiplicity is 1.

The geometry in XYZ format:
```
29
Properties=species:S:1:pos:R:3:lowdin_charge:R:1
H 1.20 -0.50 3.95 0.050
H 1.48 3.16 -0.81 0.173
N 2.02 1.11 0.66 0.146
H 1.85 0.46 1.40 0.039
C 0.21 -1.28 2.62 -0.190
H -0.41 0.10 1.12 0.091
H 0.14 -1.43 -0.69 0.075
N -1.47 1.91 -1.68 -0.060
H -0.73 3.81 -1.21 0.124
H -1.53 -2.37 1.87 0.133
H -2.30 2.35 -2.02 0.123
C -0.08 -2.54 -0.43 -0.103
H -2.39 1.34 0.09 0.126
H 0.47 -3.19 -1.22 0.120
H -1.15 -2.56 -0.36 0.058
H 1.41 -2.92 1.10 0.117
H 1.31 1.73 -2.00 0.149
H -0.21 3.06 -2.70 0.099
N 0.95 -0.38 3.04 0.165
C -0.45 -2.20 2.00 -0.079
C 0.33 -3.03 0.96 -0.232
H 2.98 1.16 0.22 0.174
N 0.82 1.34 0.01 -0.133
C -0.39 2.89 -1.70 -0.153
H -1.91 0.13 -0.98 0.116
C -1.59 1.04 -0.55 -0.148
H 0.07 -4.01 0.98 0.068
C 0.88 2.20 -1.10 -0.115
C -0.35 0.80 0.30 0.069
```

[6]
Molecular formula: C8H17NO2P
Method: DFT, wB97M-V/def2-TZVPD

As for the LUMO energy: 3.56 eV. Its HOMO-LUMO gap is 6.69 eV. The value obtained for the HOMO energy is -3.13 eV. The structure (SMILES) is CC(C)[C@@H]1P([O-])[N@@+]1([O-])C(C)(C)C. The total charge is -1. The multiplicity is 1.

The geometry in XYZ format:
```
29
Properties=species:S:1:pos:R:3:lowdin_charge:R:1
C 0.82 -0.65 2.00 -0.420
H 1.75 0.04 1.98 0.131
H -0.47 2.90 -0.61 0.071
O 1.32 1.17 -0.21 -0.311
C -1.12 2.00 -0.65 -0.039
C 0.25 -0.88 0.36 -0.332
H 1.16 1.79 -2.44 0.064
O 1.00 -2.07 -2.09 -0.557
H 0.73 -2.84 2.84 0.095
C 0.27 1.23 -2.71 -0.051
H -1.14 1.52 0.34 0.067
H -0.28 1.91 -3.27 0.033
H -1.26 -0.48 2.59 0.076
H -2.15 0.53 -2.68 0.077
C 1.45 -1.98 2.47 -0.138
H 0.65 0.30 -3.28 0.100
H -2.16 2.31 -1.07 0.096
H 1.99 -1.80 3.48 0.080
H -0.13 1.07 2.67 0.079
H -0.77 -1.23 0.51 0.097
C -0.56 0.76 -1.43 -0.560
H 2.07 -2.28 1.69 -0.009
H -0.10 -0.35 4.03 0.109
C -1.61 -0.15 -2.01 -0.067
H -2.35 -0.57 -1.36 0.061
P 1.50 -1.39 -0.88 0.790
C -0.24 -0.04 2.85 -0.150
N 0.46 0.15 -0.59 -0.469
H -1.07 -0.97 -2.53 0.076
```

| no. | electronic energy (a.u.) |
| --- | --- |
| 1 | -469.21890 |
| 2 | -369.73469 |
| 3 | -424.14690 |
| 4 | -554.40063 |
| 5 | -533.65461 |
| 6 | -861.50921 |